Entry 1:
50
Properties=species:S:1:pos:R:3:forces:R:3 method="wB97M-V/def2-TZVPD" e_above_lowest_ev=0.000 homo_lumo_gap_ev=6.6 energy_ev=-38705.52744 total_charge=+4 lumo_ha=-0.5838
Mo -0.64284 0.29096 1.28142 -0.246 0.243 0.111
C 4.07798 0.04213 -0.29139 0.018 -0.018 -0.055
N 3.53530 -0.00288 1.08738 -0.059 -0.077 0.065
C 4.25897 0.24413 2.21756 0.015 0.064 0.055
C 3.43251 0.08034 3.28905 0.028 -0.011 0.009
N 2.19725 -0.28304 2.80190 0.029 0.009 -0.094
C 2.28650 -0.32882 1.43547 -0.079 0.041 -0.013
S 1.03442 -0.83938 0.33596 0.238 -0.159 -0.099
C 1.10633 -0.69825 3.63343 -0.029 -0.061 0.078
C 1.35918 -1.33410 4.83062 -0.019 0.020 -0.047
C 0.28602 -1.69086 5.64216 -0.010 0.013 -0.017
C -1.00876 -1.41208 5.22161 0.007 0.003 -0.007
C -1.18656 -0.80310 3.99880 -0.044 -0.012 0.020
N -0.15004 -0.44066 3.20762 0.048 0.025 -0.052
H 5.15777 0.13938 -0.21917 -0.005 0.004 -0.007
H 3.66552 0.90049 -0.81760 -0.001 -0.005 -0.005
H 3.83813 -0.89010 -0.79998 0.002 0.008 -0.015
H 5.30243 0.52148 2.18320 -0.001 0.003 0.007
H 3.62987 0.20720 4.34133 0.011 0.002 0.004
H 2.37147 -1.57283 5.12898 0.004 0.008 -0.009
H 0.46577 -2.19077 6.58687 -0.002 -0.004 0.003
H -1.86918 -1.66853 5.82615 0.000 0.001 -0.002
H -2.18418 -0.57227 3.63546 0.021 -0.008 0.013
C -3.97161 1.03715 -1.64136 0.045 0.049 -0.053
N -4.24900 -0.06536 -0.70478 0.051 0.003 0.073
C -5.51796 -0.80342 -0.95376 -0.010 -0.026 0.026
C -3.50464 -0.39811 0.26978 -0.185 -0.038 -0.028
O -2.36348 0.24719 0.57304 0.366 -0.037 0.145
H -4.10854 0.65515 -2.65178 0.001 0.008 0.001
H -2.96023 1.40759 -1.51156 -0.025 0.002 -0.006
H -4.69988 1.82735 -1.45760 -0.002 -0.006 -0.003
H -6.32960 -0.07756 -0.94837 0.001 0.000 -0.006
H -5.67365 -1.55157 -0.18152 -0.009 -0.007 -0.011
H -5.44301 -1.27137 -1.93400 -0.011 0.002 -0.001
H -3.78329 -1.22163 0.92037 -0.027 0.001 -0.041
C 0.00525 4.26302 0.58986 -0.013 -0.021 -0.024
C -0.75829 3.38473 1.62201 0.061 0.120 0.047
C -0.46924 3.91625 3.05625 -0.019 -0.037 -0.013
C -2.25555 3.36803 1.33611 -0.022 -0.008 -0.016
C -0.10156 2.06027 1.56838 -0.154 -0.047 -0.072
H -0.41755 5.26696 0.65640 -0.007 0.002 0.012
H -0.13128 3.90607 -0.43081 0.011 0.006 -0.004
H 1.06853 4.33374 0.81906 0.009 0.000 -0.007
H -0.86491 4.93232 3.10234 -0.008 -0.001 -0.013
H 0.59854 3.96784 3.26997 0.009 -0.007 0.006
H -0.97609 3.32474 3.81902 0.012 0.004 0.016
H -2.63915 4.38244 1.44011 -0.024 -0.006 -0.005
H -2.80586 2.74503 2.04712 0.011 0.012 0.004
H -2.46942 3.04611 0.31527 0.011 0.006 0.007
H 0.98195 2.07243 1.78921 0.001 -0.063 0.023

Entry 2:
48
Properties=species:S:1:pos:R:3:forces:R:3 method="wB97M-V/def2-TZVPD" e_above_lowest_ev=0.636 smiles="CC[C@@](C)(C(=O)NC1CCCC1)N(Cc1cccs1)C(C)=O" homo_lumo_gap_ev=9.5 energy_ev=-35962.58395 lumo_ha=0.0185
C -1.48770 -1.89819 2.68205 0.130 -0.052 -0.051
C -0.28468 -1.89743 1.74234 -0.125 0.016 0.032
C -0.67029 -1.87775 0.24941 -0.332 -0.392 -0.160
C -1.12169 -3.25930 -0.22449 -0.110 0.273 0.063
C -1.84975 -0.87979 0.10089 0.479 -0.090 0.235
O -2.99501 -1.24564 -0.01966 -0.318 -0.171 -0.014
N -1.48232 0.40097 0.32612 0.147 0.409 0.178
C -2.37701 1.51508 0.10333 -0.415 0.058 0.019
C -2.13182 2.16005 -1.26342 -0.032 -0.151 -0.019
C -0.87959 3.01533 -1.04997 -0.041 0.055 -0.103
C -0.88752 3.40900 0.44061 0.044 0.123 0.046
C -2.05932 2.64774 1.08064 -0.067 -0.075 0.006
N 0.45620 -1.42835 -0.59404 -0.182 0.033 0.377
C 1.81864 -1.77953 -0.24570 0.216 -0.120 0.015
C 2.67524 -0.58799 0.06166 0.047 0.232 0.216
C 4.00548 -0.42846 -0.17506 -0.314 -0.181 0.035
C 4.50231 0.82316 0.25720 0.036 0.222 0.109
C 3.54198 1.60156 0.81152 -0.274 -0.027 0.056
S 2.01128 0.81891 0.82934 0.503 -0.276 -0.248
C 0.15394 -0.95360 -1.83495 0.396 0.191 -0.516
C 1.31541 -0.63078 -2.74943 -0.204 0.084 -0.101
O -0.99367 -0.77401 -2.19198 -0.136 -0.147 -0.229
H -2.16096 -2.71872 2.45213 -0.114 -0.081 0.026
H -2.04766 -0.97119 2.60457 -0.079 0.073 0.029
H -1.14528 -2.01041 3.70883 -0.010 -0.012 0.068
H 0.30065 -2.79640 1.95508 0.091 0.071 -0.064
H 0.32906 -1.02194 1.96686 0.071 -0.064 0.029
H -1.41726 -3.20161 -1.26885 -0.051 -0.033 -0.060
H -1.98630 -3.58077 0.34673 -0.072 -0.106 0.028
H -0.31901 -3.98655 -0.11248 0.120 -0.024 0.056
H -0.50112 0.62922 0.29885 0.040 -0.183 -0.039
H -3.39027 1.12168 0.20528 0.106 0.084 0.015
H -2.98494 2.78596 -1.52465 -0.075 0.053 -0.004
H -2.00156 1.40349 -2.03457 -0.085 0.032 -0.052
H 0.01401 2.43452 -1.28457 0.079 -0.003 -0.047
H -0.87926 3.88995 -1.69886 0.099 -0.020 -0.055
H -1.01080 4.48410 0.56560 0.088 0.018 0.056
H 0.05479 3.13116 0.91456 0.043 0.077 0.033
H -2.93087 3.29585 1.16857 -0.041 0.025 0.021
H -1.81412 2.26840 2.07150 -0.091 -0.012 0.068
H 2.29204 -2.34475 -1.05744 -0.033 0.027 0.165
H 1.79431 -2.43615 0.62619 -0.035 0.022 -0.170
H 4.61534 -1.17854 -0.64635 0.076 -0.180 -0.127
H 5.52833 1.12570 0.15089 0.170 0.097 -0.005
H 3.62698 2.59034 1.21531 0.086 0.221 0.067
H 1.80878 -1.54635 -3.07089 0.106 -0.068 -0.019
H 2.04717 0.00815 -2.26275 0.099 0.006 0.006
H 0.91784 -0.12613 -3.62595 -0.036 -0.033 0.030

Computed max |F| (eV/Å) in order:
0.40, 0.68